This record from the Open Molecules 2025 dataset describes 9 unconnected molecules or ions with the total composition C36H98ClN8O4 in a non-equilibrium geometry. The level of theory is wB97M-V/def2-TZVPD.

The geometry in XYZ format:
```
147
Properties=species:S:1:pos:R:3:forces:R:3:lowdin_charge:R:1
N 2.24608 -4.45729 -0.94210 1.919 0.729 -0.807 0.349
H 1.63646 -3.76472 -1.35295 -0.868 0.344 0.039 0.104
H 1.84056 -5.32047 -0.60959 -1.850 -1.050 1.043 0.059
H 2.76099 -4.05986 -0.16943 0.063 0.420 0.311 0.136
H 2.93684 -4.70441 -1.63627 0.424 0.094 -0.509 0.150
N 1.65341 -0.85240 3.26928 -0.836 -3.221 1.673 0.327
H 1.94923 0.09557 3.08507 0.820 3.031 -0.462 0.047
H 1.29136 -1.33384 2.45857 -0.049 -0.093 -0.832 0.093
H 0.98480 -0.96927 4.01722 -1.145 0.923 -0.022 0.143
H 2.36006 -1.39153 3.74895 1.245 -0.193 -0.721 0.138
Cl -0.18067 -1.08925 -0.13411 -0.607 1.159 -2.809 0.589
O -0.55863 -2.10411 0.78022 -1.247 -1.042 2.638 -0.385
O -0.00369 -1.75232 -1.38034 0.140 -0.568 -1.419 -0.346
O -1.13161 -0.01172 -0.28644 -0.093 -0.888 0.855 -0.328
O 1.06458 -0.55073 0.26063 2.024 0.877 1.440 -0.369
C -0.34478 6.41020 -3.32170 -0.437 -1.406 0.121 -0.063
C -0.02870 4.92194 -3.57552 0.396 0.863 -1.402 -0.255
N 1.35995 4.55258 -3.31622 0.073 0.491 0.063 -0.194
C 2.32658 5.07390 -4.32664 -0.672 0.503 0.351 -0.257
C 3.65884 5.06748 -3.72180 2.316 -0.498 1.387 -0.123
C 1.43360 3.11792 -3.17889 0.144 0.169 2.001 -0.232
C 0.82231 2.60412 -1.79793 0.559 -0.909 -1.366 -0.056
H -1.35227 6.62629 -3.67720 -0.017 0.013 -0.169 0.064
H 0.34687 7.07542 -3.83862 0.031 0.055 0.529 0.065
H -0.40577 6.45870 -2.23449 0.491 0.867 0.012 0.071
H -0.74007 4.30442 -3.02711 0.317 -0.076 0.172 0.088
H -0.13521 4.67981 -4.63293 -0.821 0.019 -0.447 0.113
H 2.40194 4.58835 -5.29961 -0.778 -0.515 -0.201 0.122
H 2.17001 6.13508 -4.52025 -0.803 -0.082 -0.093 0.110
H 3.61580 5.61967 -2.78301 0.190 0.084 0.017 0.086
H 4.03127 4.07374 -3.47304 -0.238 -0.301 0.178 0.050
H 4.50122 5.43598 -4.30721 -0.400 0.499 -0.405 0.083
H 2.48873 2.86416 -3.07677 -0.011 -0.166 -0.484 0.080
H 0.99490 2.64226 -4.05604 -0.132 -0.558 -0.062 0.118
H 1.38557 1.69813 -1.57426 0.271 -0.071 0.265 0.024
H -0.18011 2.17809 -1.83975 -0.278 0.692 -0.091 0.045
H 0.97184 3.27706 -0.95360 -0.166 0.301 -0.322 0.073
C -2.70079 2.84750 -0.87142 -1.861 0.224 0.659 -0.076
C -3.99938 3.61715 -0.37344 1.100 0.649 -1.984 -0.210
N -4.90508 4.02411 -1.51421 -0.261 -1.239 1.807 -0.189
C -5.78400 2.89187 -1.87639 1.312 0.229 -0.177 -0.283
C -6.49234 3.07266 -3.19537 -0.208 0.257 -0.001 -0.094
C -5.62619 5.25402 -1.22724 1.331 1.187 -1.133 -0.231
C -4.75098 6.50004 -1.72187 -0.790 -0.550 1.246 -0.062
H -2.04633 2.78273 -0.00217 0.377 0.052 -0.236 0.045
H -2.27727 3.41033 -1.70325 0.138 -0.016 0.269 0.056
H -2.89440 1.82650 -1.20032 -0.054 0.000 -0.073 0.051
H -4.52869 3.13418 0.44794 -0.189 -0.353 0.048 0.091
H -3.56126 4.53002 0.03006 -0.352 0.250 0.105 0.101
H -5.04286 2.09368 -1.91777 -0.235 -0.454 -0.530 0.096
H -6.52703 2.51457 -1.17379 -0.182 0.512 0.909 0.107
H -5.85398 3.59523 -3.90777 0.199 -0.686 -0.313 0.085
H -6.85624 2.07981 -3.45979 0.203 0.105 -0.726 0.075
H -7.37918 3.70568 -3.16523 -0.117 0.005 0.487 0.065
H -5.88321 5.39493 -0.17738 -0.026 -0.124 0.268 0.106
H -6.56321 5.21958 -1.78303 0.083 0.189 -0.041 0.096
H -5.45084 7.29042 -1.99314 0.307 0.067 -0.469 0.063
H -3.99070 6.25538 -2.46363 -0.674 -0.206 -0.488 0.058
H -4.14226 6.92338 -0.92291 -0.160 -0.091 0.429 0.052
C -0.43134 -7.22825 2.38382 -0.397 -0.683 0.072 -0.072
C 0.36982 -6.11079 1.75814 -1.069 0.270 -0.890 -0.229
N 0.73257 -6.38820 0.34656 2.742 0.035 0.298 -0.241
C 1.65928 -7.56559 0.20820 -1.514 -0.872 -1.198 -0.264
C 2.87373 -7.73657 1.04287 0.848 0.194 1.451 -0.082
C -0.29596 -6.57705 -0.66521 -1.545 1.684 -0.394 -0.230
C -1.38319 -5.41131 -0.87197 1.326 -0.791 0.068 -0.038
H -1.24991 -6.78995 2.95473 0.009 -0.394 0.205 0.075
H 0.11592 -7.96264 2.97483 0.273 0.478 0.409 0.080
H -0.84449 -7.88970 1.62231 -0.435 0.337 -0.220 0.072
H -0.24075 -5.20963 1.70139 -0.328 0.032 -0.057 0.094
H 1.16446 -5.77992 2.42684 0.732 -0.393 -0.574 0.113
H 1.89513 -7.72392 -0.84414 0.170 0.658 -0.321 0.115
H 0.98766 -8.41363 0.34176 0.183 -0.602 0.418 0.114
H 2.55205 -8.04494 2.03762 0.335 0.323 0.289 0.078
H 3.57193 -6.90211 1.10825 -0.454 0.675 0.185 0.072
H 3.60442 -8.49157 0.75274 -0.705 -0.520 -0.639 0.091
H 0.23762 -6.69832 -1.60792 0.054 0.182 -0.151 0.108
H -0.85280 -7.51127 -0.59255 -0.095 -0.239 0.470 0.111
H -2.07296 -5.32307 -0.03260 -0.149 -0.353 -0.158 0.047
H -1.00828 -4.40205 -1.04204 0.623 -0.012 0.237 0.043
H -1.87476 -5.63467 -1.81884 -0.440 -0.267 0.305 0.079
C 3.01654 3.76700 4.30300 -0.624 -0.150 1.925 -0.066
C 2.55388 2.28370 4.35165 0.364 0.826 -1.833 -0.208
N 2.47885 1.76661 2.92130 0.386 -1.205 0.275 -0.224
C 3.88556 1.81123 2.33000 -1.138 -1.121 -0.343 -0.219
C 4.88232 0.86842 3.03417 -0.047 1.924 -0.278 -0.071
C 1.46488 2.44269 2.04050 0.204 -0.799 0.607 -0.201
C 0.01373 2.30235 2.61400 0.708 0.110 0.233 -0.051
H 2.85911 4.15770 5.30831 0.213 0.071 0.266 0.076
H 2.33800 4.40608 3.73800 0.167 -0.313 -0.468 0.077
H 4.06212 3.98634 4.08674 -0.157 -0.369 -0.314 0.078
H 3.17844 1.59474 4.92029 0.594 0.335 -0.173 0.098
H 1.61595 2.18719 4.89854 -0.373 0.248 -0.542 0.095
H 3.94832 1.37175 1.33451 -1.193 0.307 -0.405 0.085
H 4.17399 2.85220 2.18405 0.467 -0.048 0.429 0.114
H 5.13284 1.33225 3.98821 0.221 -0.890 0.294 0.072
H 4.53044 -0.16314 3.02029 -0.100 0.091 0.489 0.058
H 5.76615 0.88822 2.39655 0.222 -0.070 0.225 0.081
H 1.49234 1.94838 1.06942 0.027 -0.301 0.068 0.083
H 1.86770 3.43095 1.81871 -0.786 0.542 0.278 0.109
H -0.72585 2.89709 2.07788 0.228 0.113 -0.006 0.069
H -0.06762 2.49799 3.68320 0.212 0.782 -0.044 0.058
H -0.35983 1.27837 2.61041 0.290 -0.391 -0.716 0.044
C 2.65739 -1.64341 -3.39327 -1.194 0.593 -0.517 -0.072
C 3.33672 -0.33965 -3.01589 1.519 -1.414 1.679 -0.210
N 4.50357 -0.64926 -2.15734 1.150 -0.609 1.448 -0.170
C 4.24676 -1.11409 -0.73614 1.288 -0.532 -0.942 -0.193
C 5.51461 -1.83259 -0.04804 -0.793 0.304 -0.055 -0.066
C 5.38772 0.50428 -2.02766 -0.243 -0.523 1.338 -0.308
C 6.17116 0.77332 -3.24318 0.030 0.899 -1.383 -0.082
H 3.06871 -2.22168 -4.22064 0.225 0.596 -0.238 0.082
H 1.67263 -1.23706 -3.62395 -0.469 -0.951 -0.478 0.078
H 2.52072 -2.39986 -2.62048 0.093 0.531 0.517 0.018
H 3.69751 0.18066 -3.90314 -0.097 -0.089 0.074 0.118
H 2.68576 0.32275 -2.44530 -0.492 0.095 -0.194 0.092
H 4.02193 -0.24774 -0.11407 -0.322 0.167 0.170 0.076
H 3.37608 -1.76986 -0.73419 -0.045 0.006 0.097 0.061
H 5.75652 -2.85849 -0.32575 -0.122 0.123 -0.939 0.056
H 6.42653 -1.23665 -0.08490 -0.090 -0.037 -0.499 0.060
H 5.41202 -1.98137 1.02688 -0.730 0.441 0.339 0.044
H 6.06070 0.37710 -1.17970 0.069 -0.387 -0.061 0.095
H 4.76740 1.33411 -1.68902 -0.125 0.781 -0.268 0.115
H 6.99471 1.46521 -3.06660 -0.001 -0.048 0.029 0.084
H 5.49415 1.26353 -3.94280 0.292 0.085 -0.432 0.064
H 6.54496 -0.12702 -3.73079 0.040 -0.059 0.258 0.090
C -3.83439 0.36031 2.20618 -0.352 -0.616 0.307 -0.040
C -3.73824 -1.15773 2.12416 0.347 1.215 0.149 -0.168
N -4.61402 -1.89179 3.05615 0.938 -1.143 -3.967 0.035
C -4.45578 -3.32878 2.84106 -1.976 -1.526 1.272 -0.169
C -4.75171 -3.90240 1.41467 0.715 0.368 0.117 -0.026
C -6.00466 -1.49123 3.07451 -0.328 0.886 0.567 -0.195
C -6.67938 -2.02875 4.30188 -0.563 0.535 0.555 -0.046
H -2.85932 0.76774 1.93911 -0.259 0.241 0.016 0.069
H -4.09351 0.55076 3.24766 0.245 0.709 -0.007 0.089
H -4.62115 0.74923 1.55977 0.189 0.176 0.044 0.083
H -4.06028 -1.51018 1.14428 -0.199 -0.162 -0.270 0.146
H -2.67926 -1.41499 2.14589 -0.119 -0.740 0.581 0.117
H -3.55033 -3.81901 3.19876 0.367 0.886 0.007 0.139
H -5.25482 -3.74756 3.45283 0.314 -0.203 0.189 0.098
H -5.13553 -4.91389 1.54763 0.356 -0.052 0.085 0.096
H -5.50271 -3.41012 0.79680 0.113 0.455 0.276 0.090
H -3.78037 -3.90388 0.92009 -0.309 -0.198 -0.492 0.065
H -6.57681 -1.91533 2.24936 0.580 -0.102 -0.677 0.154
H -6.05505 -0.40594 2.98678 0.000 -0.136 0.143 0.128
H -6.89609 -3.08921 4.17328 0.210 0.075 0.588 0.086
H -7.64476 -1.53740 4.42325 0.028 0.037 -0.044 0.102
H -6.06416 -1.73780 5.15332 -0.244 -0.618 0.320 0.101
```
Positions in Å, forces in eV/Å.

Values from the calculation:
Net charge: +2
Frontier orbital gap (alpha / beta) in hartree: 0.2251 / 0.0917
2S+1: 2

***

This record from the Open Molecules 2025 dataset describes 7 unconnected molecules or ions with the total composition C20H59N5O7 in a non-equilibrium geometry. The level of theory is wB97M-V/def2-TZVPD.

The geometry in XYZ format:
```
91
Properties=species:S:1:pos:R:3:forces:R:3:lowdin_charge:R:1
C 1.99695 -2.62174 -0.00210 0.175 0.287 -0.845 -0.055
C 3.34772 -3.07247 -0.55256 0.504 0.752 -0.070 -0.420
C 3.93687 -4.29544 0.15171 -1.661 -0.240 -0.066 -0.249
O 4.32957 -3.98049 1.46344 0.775 -0.133 0.322 -0.197
C 5.55695 -4.54400 1.90632 -0.065 0.801 -0.287 -0.143
N 3.28654 -3.21153 -2.03256 0.084 -0.073 0.754 0.038
H 1.26965 -3.32884 -0.40101 -0.365 -0.296 0.650 0.076
H 1.67252 -1.66793 -0.41814 0.417 -0.020 -0.113 0.037
H 1.97176 -2.45616 1.07497 -0.001 -0.652 0.027 0.075
H 4.09593 -2.30095 -0.37077 -0.024 0.353 0.000 0.134
H 4.67100 -4.72129 -0.53224 0.644 -0.106 0.458 0.111
H 3.12758 -5.01331 0.28526 -0.118 -0.538 -0.443 0.114
H 6.31737 -4.28514 1.16954 0.393 -0.018 0.074 0.077
H 5.59871 -5.62198 2.06228 -0.551 -0.245 -0.158 0.075
H 5.78293 -4.06768 2.86034 0.051 0.030 -0.071 0.074
H 4.19615 -3.51638 -2.34846 0.282 0.093 -0.178 0.054
H 2.67016 -3.96463 -2.30278 -0.394 -0.167 0.091 0.060
C 1.81367 4.68548 -1.66691 -0.296 1.489 0.452 -0.067
C 0.49663 3.93352 -1.90202 0.885 0.855 -1.257 -0.416
C -0.17563 4.30212 -3.27609 -0.484 -0.570 0.950 -0.188
O -0.72351 5.61580 -3.29027 -0.981 0.000 -0.135 -0.211
C -2.04439 5.77906 -2.64441 2.141 -0.124 -0.192 -0.062
N 0.79860 2.53965 -1.83798 -0.387 -1.329 0.219 0.041
H 1.76153 5.74400 -1.92171 -0.285 0.220 -0.152 0.066
H 2.71229 4.32701 -2.16897 -0.284 -0.550 -0.126 0.075
H 1.98843 4.68837 -0.59101 0.351 -0.231 0.058 0.074
H -0.12928 4.14800 -1.03580 -0.517 0.264 -0.343 0.128
H -0.92337 3.56841 -3.57720 -0.448 -0.232 0.607 0.110
H 0.53151 4.15005 -4.09152 0.504 0.737 0.058 0.119
H -2.12045 5.04142 -1.84553 -0.135 0.244 0.242 0.071
H -2.92911 5.68979 -3.27479 0.323 -0.187 -0.561 0.074
H -1.95388 6.80677 -2.29268 -0.472 -0.170 0.380 0.081
H 1.70239 2.35035 -2.24715 0.093 0.006 -0.235 0.062
H 0.94539 2.31378 -0.86456 -0.040 -0.359 0.256 0.044
C -6.86793 0.08710 -2.31602 -0.728 0.352 0.586 -0.082
C -5.39056 0.43981 -2.49539 0.149 0.586 -0.644 -0.426
C -4.66915 0.66109 -1.16992 0.395 -0.255 1.117 -0.223
O -3.36069 1.14684 -1.23487 2.716 0.778 -0.904 -0.250
C -2.69878 1.57363 0.00006 -2.096 0.892 -0.155 -0.070
N -4.85630 -0.61880 -3.34924 -0.279 0.019 0.294 0.051
H -7.48028 0.18131 -3.21283 0.522 0.149 -0.372 0.073
H -7.36947 0.73077 -1.59335 0.163 0.121 0.222 0.070
H -7.06556 -0.93379 -1.98917 0.448 -0.180 0.220 0.072
H -5.35522 1.40194 -3.00643 0.115 0.052 -0.357 0.137
H -4.49563 -0.31475 -0.71636 -1.153 -0.291 0.795 0.119
H -5.17767 1.42969 -0.58788 -0.880 -0.551 0.470 0.124
H -2.98700 0.96954 0.86035 0.253 -0.445 -0.144 0.073
H -3.09600 2.56612 0.21284 -0.403 0.266 0.189 0.071
H -1.63113 1.79297 -0.01167 0.088 -1.030 -0.913 0.075
H -3.85626 -0.60550 -3.49011 0.205 0.311 0.149 0.056
H -5.08769 -1.44138 -2.81077 0.319 -0.656 -0.315 0.059
C 1.05770 -2.43525 4.17191 -0.386 -1.422 1.031 -0.181
C 0.62453 -1.04064 4.43473 1.001 1.601 1.073 -0.447
C 1.06597 -0.37608 5.81614 -0.081 0.037 -0.232 -0.207
O 0.48760 0.95121 5.97964 -0.661 -1.060 -2.239 -0.215
C 0.47529 1.45551 7.25562 -0.142 -0.645 1.067 -0.196
N 1.20143 -0.29837 3.33517 -0.040 1.735 -0.383 0.018
H 0.69594 -3.09174 4.96328 0.202 -0.273 0.064 0.049
H 2.13990 -2.52696 4.07960 0.072 0.051 0.224 0.074
H 0.64142 -2.83301 3.24639 -0.178 0.228 -0.116 0.052
H -0.45593 -0.90181 4.47275 -0.127 -0.220 -0.419 0.115
H 2.13298 -0.18319 5.92743 0.374 -0.564 -0.380 0.106
H 0.78891 -1.08035 6.60057 -0.372 0.214 0.404 0.098
H 1.49728 1.58534 7.61168 0.116 0.118 0.435 0.079
H -0.08319 0.76061 7.88277 0.253 -0.244 0.589 0.075
H -0.08946 2.38091 7.36867 0.212 0.249 -0.711 0.081
H 2.16479 -0.55964 3.18090 0.234 -0.612 0.113 0.077
H 1.31935 0.63430 3.70438 -0.284 0.776 -0.403 0.077
C 0.77478 -1.00218 -2.99574 -0.343 -0.492 1.143 -0.051
C -0.74146 -0.95103 -2.82949 0.928 -2.660 0.188 -0.470
C -1.31261 -1.58003 -1.51925 -0.684 -0.882 0.594 -0.169
O -0.91064 -0.97742 -0.29240 0.861 0.479 1.010 -0.271
C -1.25123 -1.68110 0.94612 0.129 -0.268 -1.193 -0.127
N -1.16522 0.35311 -2.95090 -1.035 2.399 1.007 0.054
H 1.10883 -0.32390 -3.78088 -0.115 -0.404 -0.283 0.083
H 1.10050 -2.04004 -3.06542 0.345 0.228 -0.423 0.060
H 1.20862 -0.62214 -2.07083 0.181 0.123 0.053 0.046
H -1.17536 -1.49802 -3.66652 -0.222 -0.710 0.055 0.127
H -1.21134 -2.66442 -1.47496 0.686 -0.310 0.011 0.109
H -2.39336 -1.46504 -1.43632 -0.523 0.137 -1.021 0.101
H -2.30756 -1.66389 1.21435 -0.371 -0.086 -0.673 0.047
H -0.79217 -1.25506 1.83822 0.658 0.420 -0.506 0.065
H -0.89323 -2.70027 0.80040 -0.206 -0.227 0.384 0.058
H -0.58129 0.82497 -2.27527 0.698 1.277 -0.358 0.032
H -1.97463 0.33648 -2.34699 -1.181 0.874 -0.631 0.026
O 1.10658 0.60682 0.61018 0.846 1.048 -0.580 -0.078
H 1.13406 0.26140 1.50246 -0.151 -0.288 0.865 -0.019
H 0.42218 0.09716 0.17651 -0.593 -0.423 -0.439 -0.015
O 3.58069 1.45754 -0.98202 0.515 0.359 -0.288 -0.065
H 2.88859 1.20682 -0.37016 -0.586 -0.291 0.486 -0.013
H 3.58685 0.75922 -1.63665 0.020 -0.282 -0.123 0.026
```
Positions in Å, forces in eV/Å.

Values from the calculation:
Net charge: -1
Frontier orbital gap (alpha / beta) in hartree: 0.0684 / 0.3416
2S+1: 2
Energy above the lowest of the compared OMol25 structures with the same formula, charge and spin in kcal per mole: 20.8

***

- net charge of number 1 (C36H98ClN8O4)?
  +2

***

- Among the records above, which one has the lowest net charge?
  C20H59N5O7

***

- Number 2 is which compound?
  C20H59N5O7